The following is a DFT calculation (ωB97M-V/def2-TZVPD) of a structure of composition C21H42AsF6O21RbTl in a non-equilibrium geometry.

- highest occupied orbital energy (spin up / spin down) (eV) = -17.89 / -17.89
- molar mass (g mol⁻¹) = 1109.307
- orbital gap (spin up / spin down) (eV) = 2.86 / 1.83
- total energy (eV) = -147902.879

```
! wB97M-V def2-TZVPD RIJCOSX def2/J DEFGRID3
* xyz 4 2
Rb -4.69639 -0.10191 -2.91335
Tl -4.33889 -2.17012 1.99563
As -1.61674 0.68544 -0.45670
F -0.87726 1.71047 -1.70553
F -2.01427 -0.50906 -1.71634
F -2.40185 -0.34131 0.82842
F -1.34860 1.87779 0.87264
F -3.10551 1.57167 -0.86748
F -0.07283 -0.16605 -0.12742
C 2.55512 -1.60890 0.55137
O 3.70870 -1.61241 1.41096
C 4.52038 -2.58878 1.43568
O 4.28393 -3.68728 0.86536
O 5.52543 -2.29018 2.24629
C 6.51027 -3.24331 2.48191
H 2.69896 -1.23186 -0.46117
H 1.83439 -0.96354 1.05354
H 2.09814 -2.57678 0.34534
H 6.15086 -3.85311 3.31082
H 7.39240 -2.62320 2.64131
H 6.70327 -3.87701 1.61630
C -4.00037 4.51434 -1.78339
O -4.26344 3.64410 -2.87467
C -3.60461 3.97924 -4.06055
O -2.99800 4.98057 -4.36011
O -3.73475 2.90610 -4.79990
C -2.92375 2.68017 -5.95562
H -3.20244 4.10856 -1.16150
H -4.89865 4.58531 -1.17008
H -3.65945 5.52203 -2.02099
H -1.84841 2.79642 -5.82063
H -3.18750 3.24556 -6.84943
H -2.99569 1.62533 -6.22065
C 2.60775 -2.50345 -5.97088
O 3.09115 -2.48875 -4.61203
C 2.76829 -1.47629 -3.80555
O 3.32658 -1.32200 -2.71867
O 1.71712 -0.75847 -4.28208
C 1.12995 0.22877 -3.50248
H 3.25607 -3.06542 -6.64318
H 2.75619 -1.51747 -6.41122
H 1.55890 -2.79784 -6.00747
H 0.05210 0.08368 -3.42993
H 1.38370 1.11126 -4.08980
H 1.56946 0.26674 -2.50574
C -0.32533 -2.99467 -1.93606
O -0.07316 -3.58961 -0.66771
C -0.96378 -3.39864 0.38621
O -2.03526 -2.72552 0.33635
O -0.54955 -4.22794 1.45432
C 0.74269 -4.87800 1.59038
H -0.20342 -1.91428 -1.85859
H -1.32034 -3.21811 -2.32094
H 0.36778 -3.47304 -2.62806
H 1.54130 -4.20597 1.90452
H 0.98509 -5.46591 0.70512
H 0.73428 -5.61949 2.38927
C 1.66304 3.20524 -0.82486
O 2.99362 3.73770 -0.77920
C 3.12892 5.05009 -0.36860
O 2.26405 5.78423 0.01013
O 4.43268 5.54241 -0.59214
C 5.46073 4.88554 -1.38677
H 1.77720 2.18223 -1.18334
H 0.96022 3.61967 -1.54763
H 1.11879 3.25051 0.11846
H 6.29674 5.58351 -1.43181
H 5.10103 4.69202 -2.39734
H 5.67142 3.95024 -0.86818
C -4.50621 2.55771 1.73804
O -4.44019 2.67168 3.15079
C -4.13893 1.46507 3.83754
O -3.88624 0.41754 3.26474
O -3.99037 1.64637 5.19778
C -3.43191 0.69701 6.06957
H -4.77842 3.53895 1.34923
H -5.21128 1.77469 1.45905
H -3.52226 2.29689 1.34827
H -3.45365 -0.32233 5.68413
H -4.06302 0.73946 6.95726
H -2.42687 0.98377 6.37900
C -1.29797 -3.95270 5.99655
O -0.50241 -2.95107 5.44165
C -0.77363 -2.35499 4.26398
O -1.65315 -2.67079 3.42490
O 0.00461 -1.27646 4.19357
C -0.08819 -0.38019 3.04932
H -0.82886 -4.40385 6.87091
H -1.41336 -4.81376 5.33827
H -2.27461 -3.56009 6.27964
H 0.75472 0.30476 2.95729
H -1.08002 0.06202 3.14320
H -0.17623 -0.99091 2.15078
*
```

Results of the Mulliken charge analysis, in e, for atoms 1 through 5: 1.04 0.99 2.06 -0.56 -0.56

The following is a DFT calculation (ωB97M-V/def2-TZVPD) of a structure of composition C21H42Cl2F6O15PZn in a non-equilibrium geometry.

- highest occupied orbital energy (eV) = -11.96
- molar mass (g mol⁻¹) = 815.810
- orbital gap (eV) = 9.19
- total energy (eV) = -152226.089

```
! wB97M-V def2-TZVPD RIJCOSX def2/J DEFGRID3
* xyz 1 1
Zn -1.32001 0.71500 -0.82331
P 1.56290 0.40888 0.83628
F 2.56861 -0.71072 0.21863
F 2.26994 1.68214 0.10488
F 0.56989 0.12515 -0.48725
F 0.33623 1.38649 1.01985
F 0.67272 -0.78011 1.52815
F 2.36587 0.67391 2.17303
C -4.13228 5.35726 -0.51723
C -3.19200 4.39805 0.28683
O -1.80693 4.70874 -0.06207
C -1.09220 3.87965 -0.69308
O -1.43436 2.67076 -0.76136
O -0.05283 4.41875 -1.31290
C 0.05785 5.78299 -1.69227
H -3.91865 6.40269 -0.29465
H -5.20412 5.16275 -0.47962
H -3.64883 5.30366 -1.49268
H -3.66141 3.41564 0.23563
H -3.23106 4.74224 1.32032
H -0.93033 6.13406 -1.98951
H 0.82143 6.00822 -2.43679
H 0.40035 6.24353 -0.76561
C -1.56631 3.02638 3.42941
C -1.48742 1.59378 3.81969
O -2.64046 0.84977 3.30183
C -2.76456 0.32754 2.04020
O -2.00705 0.56326 1.06177
O -3.76118 -0.46374 2.03777
C -3.66728 -1.49754 1.04083
H -0.71388 3.49857 3.91778
H -2.47140 3.51981 3.78360
H -1.34950 3.08694 2.36291
H -1.47921 1.48476 4.90419
H -0.54935 1.16681 3.46497
H -4.57577 -2.09353 1.12764
H -2.78034 -2.12385 1.13652
H -3.51432 -1.08658 0.04292
C 0.99908 -4.36436 0.20517
C -0.22014 -3.48951 -0.01026
O -0.45177 -3.29506 -1.46064
C -1.43978 -2.39005 -1.84984
O -1.64489 -1.37642 -1.16580
O -1.95588 -2.72642 -2.97014
C -2.92911 -1.97247 -3.65807
H 1.05775 -4.61124 1.26522
H 1.97210 -3.99565 -0.11947
H 0.92579 -5.37809 -0.18864
H -0.13373 -2.57474 0.57611
H -1.16038 -3.89816 0.35994
H -3.39247 -2.60423 -4.41588
H -2.44109 -1.13179 -4.15121
H -3.74706 -1.57628 -3.05633
C 5.45803 -7.49535 5.29236
C 4.26002 -7.22485 4.32947
O 3.65084 -5.95040 4.54161
C 3.21158 -5.13742 3.51305
O 3.34174 -5.33025 2.30457
O 2.76700 -4.09586 4.10707
C 2.14405 -3.04579 3.45799
H 5.58886 -6.54054 5.80160
H 6.33211 -7.76490 4.69956
H 5.17585 -8.28730 5.98611
H 3.45685 -7.86726 4.69046
H 4.62156 -7.57515 3.36268
H 1.98998 -2.22700 4.16081
H 1.20945 -3.29448 2.95522
H 2.74778 -2.51624 2.72097
C -0.95221 3.98260 -5.05019
C -1.45408 2.72398 -4.38357
O -0.48945 1.74558 -4.70289
C -0.08149 0.85423 -3.80082
O -0.54717 0.65476 -2.67089
O 0.99175 0.15182 -4.35928
C 1.48345 -1.00771 -3.68586
H -1.48431 4.87746 -4.72741
H -1.22964 3.88597 -6.09986
H 0.13070 4.09681 -5.00144
H -2.44104 2.34077 -4.64272
H -1.53073 2.97652 -3.32600
H 1.81601 -0.79991 -2.66885
H 2.30684 -1.48526 -4.21697
H 0.72006 -1.77509 -3.55760
C 3.74421 3.26079 -1.81297
Cl 4.95127 4.40221 -2.50716
Cl 2.55328 2.83354 -3.00829
H 4.24774 2.35367 -1.47878
H 3.19783 3.68245 -0.96930
*
```

Results of the Mulliken charge analysis, in e, for atoms 1 through 5: 2.26 1.52 -0.41 -0.34 -0.30

The following is a DFT calculation (ωB97M-V/def2-TZVPD) of a cluster of 6 separate species, C21H42O21P in total in a non-equilibrium geometry.

- highest occupied orbital energy (eV) = -5.61
- molar mass (g mol⁻¹) = 661.520
- orbital gap (eV) = 7.68
- total energy (eV) = -74751.683

```
! wB97M-V def2-TZVPD RIJCOSX def2/J DEFGRID3
* xyz -1 1
O -2.09693 7.43753 0.94109
C -3.03180 6.65740 1.12303
O -4.06109 6.43051 0.48176
O -2.92096 5.86546 2.36563
P -1.58704 5.07929 2.57917
O -1.81693 3.69850 2.99523
O -0.68597 5.06952 1.26702
O -0.81876 5.82720 3.76750
H 0.08327 5.63397 1.38207
H -0.65919 6.74851 3.52391
C 6.76590 5.06471 1.21095
C 5.90810 4.58586 0.05921
O 5.07597 3.48051 0.43279
C 4.00390 3.79167 1.16709
O 3.68491 4.89779 1.51272
O 3.35754 2.66535 1.44106
C 2.21574 2.83274 2.29664
H 7.34934 4.23822 1.61902
H 7.44738 5.84644 0.87523
H 6.15253 5.46568 2.01588
H 6.53761 4.21075 -0.74541
H 5.29617 5.39064 -0.34686
H 1.53477 3.57734 1.89639
H 2.53394 3.11090 3.29932
H 1.70482 1.87657 2.34061
C 3.58723 0.58863 -0.84552
C 3.43951 1.15637 -2.23860
O 4.67628 1.11391 -2.97720
C 5.02185 -0.07222 -3.45528
O 4.40009 -1.09627 -3.35919
O 6.19621 0.06199 -4.08261
C 6.72937 -1.16210 -4.58519
H 4.39062 1.09335 -0.31534
H 2.66270 0.71779 -0.28689
H 3.82607 -0.47446 -0.87564
H 3.17678 2.21081 -2.18304
H 2.65529 0.65052 -2.80157
H 6.00941 -1.67057 -5.22208
H 7.02373 -1.81196 -3.76256
H 7.60698 -0.89993 -5.16902
C -3.86104 2.94498 -0.55697
C -3.94605 3.53542 -1.94263
O -2.68250 3.44340 -2.64262
C -2.37224 2.25864 -3.11785
O -3.04162 1.25320 -3.05562
O -1.16553 2.33061 -3.68903
C -0.66794 1.08110 -4.16561
H -3.05321 3.41705 0.00070
H -4.79252 3.10358 -0.01715
H -3.65982 1.87335 -0.58959
H -4.16508 4.59827 -1.87299
H -4.73031 3.06905 -2.53985
H -1.37940 0.60494 -4.83721
H -0.44333 0.41828 -3.33030
H 0.24825 1.29922 -4.70706
C -3.02450 -1.78649 -2.73862
C -2.85801 -1.98181 -1.25118
O -3.02931 -3.36195 -0.85419
C -2.01019 -4.16396 -1.11363
O -0.96190 -3.86230 -1.61797
O -2.34741 -5.39978 -0.71500
C -1.36660 -6.39263 -1.01523
H -3.98679 -2.18308 -3.06967
H -2.97303 -0.71831 -2.97988
H -2.24605 -2.31166 -3.29429
H -3.62978 -1.43454 -0.71522
H -1.89255 -1.61827 -0.90123
H -0.39254 -6.11395 -0.61995
H -1.30428 -6.54891 -2.09085
H -1.70151 -7.30926 -0.53741
C -3.26103 -5.25275 2.32180
C -2.21763 -5.45720 3.39670
O -2.80069 -5.79314 4.66982
C -3.22944 -7.04074 4.79206
O -3.15252 -7.91119 3.96499
O -3.76269 -7.17721 6.00931
C -4.33903 -8.45927 6.25434
H -3.99187 -4.50700 2.63753
H -2.79640 -4.92104 1.39797
H -3.80383 -6.17434 2.11604
H -1.67353 -4.53095 3.56745
H -1.49128 -6.21902 3.11343
H -3.62306 -9.25415 6.05908
H -5.22726 -8.59752 5.63998
H -4.62046 -8.47545 7.30307
*
```

Results of the Mulliken charge analysis, in e, for atoms 1 through 5: -0.67 0.72 -0.68 -0.25 0.97